89
Properties=species:S:1:pos:R:3 method="wB97M-V/def2-TZVPD" homo_ev="-8.57 / -10.67" relative_energy_kcal_mol=4.85 total_charge=+1 spin_multiplicity=5 e_tot_ha=-2651.13331 lumo_ev="-2.91 / -4.42"
Pd 0.472 0.390 1.388
N 1.993 -2.635 4.414
C 1.772 -1.531 3.669
S 1.785 -1.740 1.939
N 1.589 -0.400 4.296
N 1.363 0.620 3.427
C 1.697 1.800 3.775
C 1.504 2.879 2.810
C 1.947 4.169 3.058
C 1.743 5.145 2.096
C 1.093 4.805 0.923
C 0.679 3.495 0.751
N 0.880 2.548 1.665
H 2.305 -3.477 3.967
H 2.194 -2.505 5.392
H 2.145 1.992 4.746
H 2.445 4.394 3.991
H 2.090 6.156 2.261
H 0.913 5.530 0.143
H 0.171 3.184 -0.151
O 2.507 0.354 -0.452
C 2.778 1.001 -1.623
C -0.052 1.956 -2.785
O 0.074 2.380 -3.849
O -0.204 1.544 -1.710
C 3.267 2.344 -1.376
C 3.921 2.611 -0.158
C 4.381 3.879 0.141
C 4.184 4.931 -0.747
C 3.517 4.691 -1.940
C 3.065 3.419 -2.254
C 2.620 0.312 -2.862
C 3.124 0.829 -4.077
C 2.936 0.169 -5.272
C 2.246 -1.037 -5.322
C 1.770 -1.585 -4.138
C 1.954 -0.935 -2.932
H 2.199 -0.551 -0.598
H 4.092 1.800 0.538
H 4.908 4.045 1.071
H 4.549 5.922 -0.515
H 3.346 5.499 -2.639
H 2.519 3.283 -3.178
H 3.707 1.739 -4.077
H 3.346 0.595 -6.179
H 2.099 -1.549 -6.263
H 1.252 -2.536 -4.150
H 1.555 -1.431 -2.053
C -2.648 0.588 1.845
C -2.888 -0.935 1.831
C -4.403 -1.183 1.842
C -2.282 -1.513 3.120
P -1.980 -1.686 0.373
N -0.421 -1.149 0.300
C -2.790 -1.168 -1.247
C -1.778 -1.308 -2.396
C -4.052 -1.981 -1.577
C -3.213 0.308 -1.184
C -1.890 -3.555 0.510
C -1.394 -4.151 -0.818
C -0.856 -3.984 1.561
C -3.244 -4.177 0.881
H -2.741 0.951 2.869
H -3.353 1.134 1.228
H -1.639 0.839 1.494
H -4.813 -0.713 2.739
H -4.659 -2.239 1.883
H -4.906 -0.736 0.987
H -2.683 -0.948 3.963
H -1.192 -1.423 3.143
H -2.555 -2.555 3.270
H -1.559 -2.342 -2.643
H -0.840 -0.809 -2.174
H -2.223 -0.850 -3.283
H -3.850 -3.030 -1.771
H -4.481 -1.561 -2.489
H -4.813 -1.910 -0.800
H -2.404 0.965 -0.873
H -4.074 0.463 -0.539
H -3.513 0.602 -2.191
H -0.472 -3.674 -1.149
H -2.129 -4.105 -1.615
H -1.179 -5.205 -0.638
H 0.144 -3.659 1.291
H -0.870 -5.076 1.589
H -1.070 -3.626 2.565
H -4.067 -3.853 0.248
H -3.505 -3.986 1.921
H -3.150 -5.259 0.770